Entry 1:
ORCA calculation (wB97M-V/def2-TZVPD) on one molecule with the formula C2H2S3 in a non-equilibrium geometry.

Computed properties:
**Relative energy (zero: lowest compared OMol25 entry of this formula, charge and spin)**: 42.7 kJ/mol
**SMILES**: S=CC(=S)S
**LUMO level**: -1.758 eV
**Total charge**: 0
**HOMO level**: -9.078 eV

Element x y z (Å)
S -2.05102 -0.41457 0.21397
S 1.67404 1.25751 0.65139
S 0.57731 -1.12786 -1.05229
C 0.12461 1.02439 0.60900
C -0.48108 -0.16054 -0.11492
H -0.37711 -2.09110 -1.16733
H -0.68939 1.46664 1.19375


Entry 2:
ORCA calculation (wB97M-V/def2-TZVPD) on C2H2Yb as an isolated structure.

Computed properties:
**Expectation value of S²**: 0.751
**Spin multiplicity**: 2
**LUMO level (spin up / spin down)**: -3.759 / -4.398 eV
**Total charge**: +1
**HOMO level (spin up / spin down)**: -10.087 / -13.509 eV

Element x y z (Å)
Yb -1.74340 -0.82395 2.21776
C -0.01732 -0.37524 0.22842
C 0.38097 0.06578 -0.86220
H 0.79453 0.61092 0.24054
H 0.58522 0.52249 -1.82451


Number 1: E -34610.6604 eV. Number 2: E -33623.9223 eV.